Here is a 7-piece molecular cluster, C31H75ClN5O10 overall in a non-equilibrium geometry from the Open Molecules 2025 dataset. Energies are from ωB97M-V with the def2-TZVPD basis set.

Positions of all 122 atoms, in Å:
Cl 12.68487 -2.98659 15.27463
O 11.32913 -3.40302 15.51892
O 13.55424 -4.05074 14.91336
O 12.67442 -1.91601 14.25030
O 13.20807 -2.40624 16.50433
C 16.44361 -1.56791 14.41895
O 16.17509 -1.25993 13.09345
H 16.07818 -0.72433 15.00456
H 15.93274 -2.47037 14.75464
H 17.49590 -1.73322 14.65015
H 15.22648 -1.18129 12.96871
C 12.69572 -7.14346 19.37118
C 13.07425 -6.52907 17.96674
C 12.19093 -7.00269 16.83401
O 10.85524 -6.54434 17.10213
C 9.88965 -6.92135 16.08876
N 13.12336 -5.07019 18.09004
H 12.41922 -8.16431 19.10753
H 11.69646 -6.80004 19.63883
H 13.52859 -7.13262 20.07425
H 14.07523 -6.95417 17.89301
H 12.24419 -8.09095 16.86480
H 12.60414 -6.65179 15.88836
H 10.01513 -7.99025 15.91605
H 10.16180 -6.48711 15.12675
H 8.86964 -6.56379 16.22953
H 13.28978 -4.66380 17.18051
H 14.00301 -4.86794 18.54328
C 12.66826 1.52908 16.57836
C 12.80222 1.36978 18.12443
C 12.54632 2.52709 19.09377
O 13.34141 3.67470 18.71899
C 14.74455 3.79905 19.01423
N 12.22585 0.04686 18.50484
H 11.70147 1.95023 16.30261
H 12.75768 0.59026 16.03180
H 13.46498 2.11396 16.11876
H 13.86751 1.14046 18.15031
H 12.85117 2.23642 20.09910
H 11.50450 2.83477 19.18343
H 15.00702 4.74042 18.53148
H 15.34849 3.01722 18.55368
H 14.87524 3.84771 20.09527
H 12.12199 -0.56181 17.70557
H 11.23801 0.24302 18.58094
C 16.32410 -0.71879 18.21294
C 15.79416 -1.02180 19.69284
C 15.74222 0.05934 20.76337
O 15.69131 -0.78565 21.94424
C 15.69271 -0.09893 23.14132
N 14.49703 -1.59611 19.43658
H 17.11573 0.00943 18.03658
H 15.51419 -0.29519 17.61904
H 16.72715 -1.61593 17.74306
H 16.38182 -1.87425 20.03353
H 14.80892 0.62219 20.77904
H 16.60918 0.70781 20.88977
H 15.85659 -0.79198 23.96650
H 14.75081 0.41772 23.32570
H 16.54636 0.57621 23.20103
H 14.47264 -1.90171 18.47423
H 13.75299 -0.91371 19.40757
C 19.11731 -9.95833 14.06432
C 18.55493 -8.68711 13.32654
C 18.36644 -9.24776 11.89682
C 17.58666 -8.22226 11.02948
C 16.25116 -7.70449 11.67657
C 16.49362 -7.29222 13.19617
N 17.31052 -8.25952 13.90664
O 17.49521 -7.98204 15.29933
C 17.05975 -5.85955 13.27831
C 15.08828 -7.22910 13.75797
C 19.73520 -7.56227 13.34105
H 18.43046 -10.80470 14.06021
H 19.38599 -9.89638 15.11886
H 20.09144 -10.18887 13.63302
H 19.27790 -9.35492 11.30872
H 17.86102 -10.21282 11.93283
H 17.43870 -8.60114 10.01821
H 18.23119 -7.37377 10.79983
H 15.37531 -8.31603 11.45975
H 16.02423 -6.77884 11.14763
H 16.20298 -5.18874 13.21459
H 17.47971 -5.62546 14.25654
H 17.77283 -5.51606 12.52889
H 14.35231 -6.79613 13.08048
H 14.72656 -8.22173 14.02619
H 15.10231 -6.59253 14.64267
H 20.72545 -7.95910 13.56475
H 19.64679 -6.75718 14.07051
H 19.84057 -7.02334 12.39949
H 16.88833 -8.59715 15.71759
C 11.72482 0.96135 12.82170
C 10.42175 1.67903 12.43338
C 10.71664 2.78920 11.39189
C 10.94778 2.22100 9.99002
C 9.79579 1.31477 9.55973
C 9.45937 0.18844 10.63376
N 9.36032 0.79090 12.01416
O 8.83057 -0.05981 12.99047
C 8.02264 -0.33802 10.28873
C 10.41883 -0.99940 10.45356
C 10.01209 2.48380 13.69146
H 12.24677 0.43132 12.02499
H 11.46982 0.15157 13.50530
H 12.42635 1.61436 13.34088
H 9.94290 3.55631 11.42258
H 11.62766 3.29926 11.70493
H 11.83754 1.60306 10.11087
H 11.12599 3.05852 9.31557
H 10.12058 0.80615 8.65202
H 8.93038 1.93101 9.31602
H 7.28308 0.41377 10.56437
H 7.79056 -0.50029 9.23616
H 7.86529 -1.29950 10.77749
H 11.42393 -0.61433 10.28153
H 10.50895 -1.80296 11.18449
H 10.12853 -1.51342 9.53725
H 9.08809 3.01483 13.46274
H 10.69875 3.27736 13.98616
H 10.00990 1.85710 14.58327
H 9.59314 -0.53463 13.32904

Atomic forces in eV per Å
-0.755 3.079 0.763
0.296 -0.493 -0.497
0.302 -1.154 -0.850
0.209 -1.197 0.403
0.019 0.147 -0.116
-0.731 0.062 1.340
0.624 -0.075 -1.559
0.159 -0.106 0.655
-0.234 -0.089 0.022
0.181 0.283 -0.622
-0.147 -0.151 0.240
-1.286 -0.487 -2.297
0.241 0.196 2.150
-0.528 0.329 0.910
-0.655 -0.202 -0.740
1.981 0.142 -0.442
0.384 -0.435 -0.288
0.581 -0.647 0.322
0.469 0.783 0.801
-0.476 0.341 0.160
0.338 -0.145 -1.076
-0.255 -0.382 -0.303
-0.292 0.238 -0.280
-0.724 -0.361 0.218
0.320 0.354 -0.159
0.224 -0.269 0.932
-0.336 0.132 -0.313
0.029 0.327 0.589
-0.554 0.912 0.144
1.530 -2.105 -1.964
1.461 -0.017 -0.279
-0.647 0.168 -0.386
-1.462 -0.342 -0.309
-1.571 1.474 0.667
-0.074 0.193 -0.134
-0.095 -0.435 0.531
-0.066 0.558 0.296
0.457 0.402 0.693
0.003 -0.402 0.179
-0.008 0.225 -0.437
0.149 0.015 0.276
0.008 -0.252 0.155
0.325 -0.045 0.073
1.094 -0.361 -0.529
-0.682 0.028 0.875
0.531 1.176 0.718
0.561 -0.028 -3.009
-0.121 -1.887 1.282
0.155 -0.061 -0.317
0.270 0.028 0.547
-1.018 -0.433 0.389
0.450 0.244 0.681
-0.222 -0.383 -0.066
-0.505 -0.251 0.092
0.512 0.506 0.536
-0.036 0.358 -0.527
0.154 0.154 -0.512
-0.209 -0.310 -0.109
-0.110 0.349 0.014
0.032 0.575 -0.050
-0.010 -0.622 -0.080
-0.251 0.326 0.462
0.271 0.556 0.766
2.836 -0.557 0.481
-1.211 1.886 -0.933
-0.846 -0.183 0.231
2.336 0.349 -0.127
-0.536 0.778 -1.412
-0.499 -1.696 -0.373
-0.057 0.575 -0.810
-0.468 0.713 0.078
-0.242 -0.053 1.199
-0.445 -0.215 -0.037
-0.054 -0.007 -0.601
-0.284 0.866 0.223
-0.244 -0.370 -0.521
0.516 -0.319 0.765
-0.128 0.067 0.049
-0.409 -0.432 0.008
0.131 0.269 0.535
0.237 -0.558 0.632
-0.109 0.251 0.191
-0.006 0.198 -0.235
0.086 -0.370 0.106
0.098 -0.473 -0.172
0.293 0.135 -0.187
0.031 -0.121 0.050
-0.280 -0.121 0.221
-0.085 -0.548 -0.147
-0.667 -0.273 0.282
-0.232 -0.217 -0.269
-0.090 -0.059 0.071
-0.144 -0.824 0.045
1.348 1.373 1.151
-0.121 -0.669 -0.368
-0.309 -0.100 1.130
0.582 -0.331 0.892
-1.490 -0.012 -0.105
-0.585 1.132 -2.322
0.506 0.234 -0.314
0.200 0.331 0.234
0.702 0.273 -0.657
-0.199 -0.170 0.050
-0.008 0.314 -0.275
0.165 -0.016 0.350
-0.051 0.065 -0.056
-0.354 -0.137 -0.172
0.088 -0.054 0.181
0.298 0.103 -0.512
0.111 -0.272 -0.330
-0.297 -0.187 -0.122
-0.265 -0.187 0.210
-0.020 -0.157 0.555
0.783 -0.048 -0.337
-0.284 0.216 0.270
0.184 -0.162 0.039
-0.429 0.444 0.563
0.000 0.039 -0.195
-0.398 -0.413 0.436
0.546 -0.039 -0.588
-0.742 -0.131 -0.070
0.255 -0.663 0.382

For the HOMO energy, the calculation gives -5.91 eV. The value obtained for the total energy is -2712.06490 a.u. Its total charge is -1. The LUMO energy comes out at 2.37 eV. Its energy above the lowest of the compared OMol25 structures with the same formula, charge and spin is 1.208 eV.